Record 1
DFT (wB97M-V/def2-TZVPD) results for a structure of composition C5H10NO2.

The geometry in XYZ format:
```
18
Properties=species:S:1:pos:R:3:nbo_charge:R:1
C -0.06082 -0.13391 0.58896 0.4648
N -1.01307 -0.65706 -0.42236 -0.4289
C 1.07148 -1.16350 0.67835 -0.4809
C 1.94133 -0.90388 1.89912 -0.6388
C -1.64892 0.57634 -0.94021 -0.3406
C -1.03413 1.23766 -2.22654 0.0109
O -1.37311 2.53647 -2.23784 -0.9265
O 0.06090 0.85678 1.35311 -0.6180
H -1.10549 -0.67170 0.81239 0.3527
H 0.63238 -2.20199 0.66650 0.2081
H 1.65255 -1.01631 -0.24788 0.2245
H 2.80741 -1.55087 2.08306 0.1970
H 2.22499 0.15351 1.89515 0.2328
H 1.32724 -0.73637 2.81946 0.2118
H -1.57534 1.39239 -0.21396 0.2237
H -2.71518 0.50756 -1.21637 0.1769
H 0.15073 1.08864 -2.16985 0.0391
H -1.34295 0.68623 -3.12110 0.0914
```

The value obtained for the frontier orbital gap is 6.106 eV. The calculation puts the maximum force at 0.090 hartree/bohr. The charge is -1.



Record 2
DFT (wB97M-V/def2-TZVPD) results for the ion C5H10NO2 with charge -1.

The geometry in XYZ format:
```
18
Properties=species:S:1:pos:R:3:nbo_charge:R:1
C -0.91368 -0.83632 0.74456 0.0659
C -0.48698 0.53742 -1.33129 -0.6246
C 1.23880 0.43201 0.47414 -0.6112
C -0.14322 -1.89875 0.06025 -0.1924
C -0.26944 0.39879 0.17632 -0.2177
N -0.80181 -2.49961 -0.87151 -0.1364
O -0.31079 -3.48742 -1.57111 -0.6923
O -2.28418 -0.90236 0.42403 -0.7672
H -0.80647 -0.84990 1.84410 0.1447
H -0.23371 -0.39838 -1.82774 0.2383
H 0.14473 1.32946 -1.73376 0.1813
H -1.52722 0.76999 -1.54472 0.2088
H 1.73995 -0.37734 -0.04896 0.2158
H 1.67954 1.37235 0.14260 0.1899
H 1.42646 0.31817 1.54222 0.1910
H 0.82194 -2.21456 0.47018 0.1500
H -0.70115 1.30341 0.64855 0.1706
H -2.26066 -1.52946 -0.34130 0.4854
```

The value obtained for the frontier orbital gap is 6.556 eV. The calculation puts the maximum force at 0.049 hartree/bohr. The charge is -1.



Record 3
DFT (wB97M-V/def2-TZVPD) results for a cluster of 2 separate species, C5H10NO2 in total.

The geometry in XYZ format:
```
18
Properties=species:S:1:pos:R:3:nbo_charge:R:1
O 1.59741 0.09297 0.25974 -0.8152
C 1.37242 -1.09849 -0.07337 0.7645
O 0.25966 -1.64078 -0.21125 -0.7853
C 2.66096 -1.93409 -0.22482 -0.7340
H 3.11883 -1.53993 -1.13493 0.2021
H 3.31813 -1.71422 0.61498 0.2010
H 2.48873 -3.00819 -0.28226 0.1885
C -1.55326 0.58876 -1.26184 -0.6178
C -1.84780 0.45361 0.21636 -0.2628
C -0.74402 2.00830 1.50779 -0.0717
N -1.76935 1.82253 0.78510 -0.4202
H -1.77468 -0.31602 -1.83032 0.2066
H -2.02785 1.46967 -1.69592 0.1865
H -0.46939 0.70645 -1.36081 0.2372
H -1.13118 -0.19494 0.71259 0.2330
H -2.86000 0.04830 0.34146 0.1616
H -0.07970 1.21375 1.84154 0.1842
H -0.55891 3.04232 1.79597 0.1418
```

The value obtained for the frontier orbital gap is 8.552 eV. The calculation puts the maximum force at 0.021 hartree/bohr. The charge is -1.



Record 4
DFT (wB97M-V/def2-TZVPD) results for the ion C5H10NO2 with charge -1.

The geometry in XYZ format:
```
18
Properties=species:S:1:pos:R:3:nbo_charge:R:1
C -0.96638 -0.08511 0.10580 -0.2562
C -0.29222 -0.39637 1.53286 -0.2225
C 0.83910 -1.54284 1.45044 -0.6234
C -1.42650 -0.91715 2.46042 -0.6145
N -0.44308 1.06960 -0.61468 -0.7242
C 0.59431 0.78043 -1.65788 0.8649
O 0.53889 -0.25280 -2.33645 -0.7901
O 1.38006 1.72681 -1.75129 -0.8034
H -2.11307 0.18171 0.09634 0.1552
H -0.85107 -0.79491 -0.71831 0.2446
H 0.27380 0.57058 1.73848 0.2054
H 1.55946 -1.08701 0.74887 0.2303
H 0.40006 -2.47071 1.00046 0.2031
H 1.25066 -1.59700 2.45590 0.1889
H -1.01682 -0.99156 3.46465 0.1836
H -1.82981 -1.84774 2.26284 0.2037
H -2.11581 -0.13956 2.67768 0.2022
H -0.29732 1.86308 -0.07210 0.3523
```

The value obtained for the frontier orbital gap is 7.373 eV. The calculation puts the maximum force at 0.087 hartree/bohr. The charge is -1.



Record 5
DFT (wB97M-V/def2-TZVPD) results for a structure of composition C5H10NO2.

The geometry in XYZ format:
```
18
Properties=species:S:1:pos:R:3:nbo_charge:R:1
C -0.30823 -1.07388 1.05756 0.1890
N -0.62927 -0.71268 -0.25534 -0.3110
C -1.33368 -1.89682 1.61584 -0.6428
C 1.59372 0.44099 -0.50637 -0.6343
C 0.08481 0.56853 -0.51773 -0.1127
C -0.46587 1.32383 -1.74444 -0.0103
O 0.14804 2.51288 -1.85912 -0.9161
O 0.88980 -1.11295 1.94566 -0.5765
H 0.03478 -0.24313 1.78285 0.4636
H -2.26259 -1.77785 1.05107 0.2290
H -1.26943 -2.96751 1.67533 0.2127
H -1.62323 -1.60576 2.71634 0.1980
H 2.15939 0.89909 0.29040 0.2003
H 1.91802 0.85494 -1.42042 0.2336
H 1.80871 -0.60462 -0.48156 0.1878
H -0.17417 1.23164 0.40527 0.1447
H -0.31360 0.70208 -2.70257 0.0727
H -1.60024 1.12448 -1.65069 0.0723
```

The value obtained for the frontier orbital gap is 5.024 eV. The calculation puts the maximum force at 0.145 hartree/bohr. The charge is -1.



Record 6
DFT (wB97M-V/def2-TZVPD) results for the ion C5H10NO2 with charge -1.

The geometry in XYZ format:
```
18
Properties=species:S:1:pos:R:3:nbo_charge:R:1
C -0.64481 -0.36482 1.80642 -0.0644
O -1.89113 0.22322 1.52889 -0.8452
C -0.42826 -1.54292 0.87310 -0.4341
C 0.97888 -1.59447 0.04340 -0.3983
C 1.44133 -0.26929 -0.68746 -0.5172
C 0.48747 0.92327 -1.22169 0.6655
N -0.77887 1.16544 -0.70842 -0.9990
O 1.01364 1.61696 -2.05681 -0.7385
H -0.84199 -0.76405 2.88847 0.1411
H 0.24753 0.39884 1.96034 0.1489
H -1.32831 -1.43300 0.24230 0.2358
H -0.42001 -2.52663 1.36280 0.1747
H 1.67297 -1.82839 0.84705 0.1849
H 0.79886 -2.42949 -0.68156 0.1903
H 2.05389 -0.50793 -1.52984 0.2082
H 2.09959 0.38533 -0.11692 0.2083
H -1.16208 2.00221 -1.24684 0.3345
H -1.65613 0.91291 0.57394 0.5046
```

The value obtained for the frontier orbital gap is 8.180 eV. The calculation puts the maximum force at 0.074 hartree/bohr. The charge is -1.



Record 7
DFT (wB97M-V/def2-TZVPD) results for the ion C5H10NO2 with charge -1.

The geometry in XYZ format:
```
18
Properties=species:S:1:pos:R:3:nbo_charge:R:1
C 2.12330 -0.35374 0.87786 -0.4434
N 0.63603 -0.34468 0.83760 -0.8595
C 0.16111 0.56654 -0.15932 -0.1556
C -1.27362 0.22608 -0.54288 -0.4458
C -1.34383 -1.17005 -1.15905 -0.0472
O -1.30581 -2.18398 -0.18559 -0.7846
C 0.04769 2.00325 0.52814 0.4299
O -0.57052 2.95311 0.11453 -0.6036
H 2.24393 0.02107 1.89936 0.1763
H 2.63916 0.30837 0.16963 0.1371
H 2.57885 -1.35103 0.70480 0.1520
H -0.66173 -1.82028 0.46898 0.5140
H 0.88571 0.63212 -1.01097 0.1436
H -1.69845 0.10348 0.47145 0.2133
H -1.80239 1.02085 -1.08983 0.2055
H -2.37924 -1.17388 -1.59651 0.1403
H -0.60361 -1.32427 -1.95680 0.1444
H 0.32341 1.88704 1.62860 0.0832
```

The value obtained for the frontier orbital gap is 6.245 eV. The calculation puts the maximum force at 0.041 hartree/bohr. The charge is -1.



Record 8
DFT (wB97M-V/def2-TZVPD) results for a cluster of 2 separate species, C5H10NO2 in total.

The geometry in XYZ format:
```
18
Properties=species:S:1:pos:R:3:nbo_charge:R:1
C 2.38319 0.56204 -0.20207 -0.4815
N 3.30372 -0.37378 -0.80668 -0.6963
C -1.07784 -0.66994 -0.82376 -0.1918
C -1.51899 -0.54633 0.62547 -0.4661
C -0.68149 0.36669 1.66701 -0.0145
O -1.33215 0.37564 2.87602 -0.6785
C -1.76106 -0.07643 -1.82592 0.2521
O -2.96974 0.37247 -1.72426 -0.5937
H 1.52039 0.22223 0.47144 0.1783
H 3.01027 1.28303 0.39308 0.1982
H 1.85928 1.31352 -0.92966 0.1725
H -0.10178 -1.08702 -0.96367 0.1966
H 2.84712 -1.21768 -0.63600 0.2855
H -1.50753 -1.51269 1.12811 0.2249
H -2.55862 -0.21174 0.63952 0.2377
H -0.54335 1.38031 1.23965 0.1410
H 0.40519 -0.07073 1.77881 0.1270
H -1.27663 -0.10958 -2.90709 0.1086
```

The value obtained for the frontier orbital gap is 2.961 eV. The calculation puts the maximum force at 0.115 hartree/bohr. The charge is -1.



> charge of number 7 (C5H10NO2)?

-1



> Among the records above, which one has the highest maximum force?

number 5